DFT (ωB97M-V with the def2-TZVPD basis set) results for a 2-piece molecular cluster, C3H10N2O2 overall at a distorted geometry.

The energy above the lowest of the compared OMol25 structures with the same formula, charge and spin comes out at 31.4 kcal per mole. Its SMILES is NCCNC=O.O. The total energy is -380.286703 Ha. The calculation puts the highest occupied orbital energy at -0.3635 Eh. As for the orbital gap: 10.6 eV.

Atoms and positions in Å:
N1 -0.152 -2.352 2.522
C1 0.303 -1.520 1.366
C2 -0.839 -0.662 0.821
N2 -0.507 -0.079 -0.494
C3 0.397 0.920 -0.641
O1 0.587 1.541 -1.661
H1 0.471 -2.121 3.291
H2 0.179 -3.290 2.323
H3 1.094 -0.807 1.617
H4 0.741 -2.118 0.570
H5 -1.075 0.179 1.469
H6 -1.733 -1.239 0.627
H7 -0.798 -0.591 -1.307
H8 1.046 1.065 0.245
O2 0.229 4.028 -3.502
H9 0.170 3.649 -4.387
H10 -0.112 3.399 -2.860

DFT (ωB97M-V with the def2-TZVPD basis set) results for a 2-piece molecular cluster, C3H10N2O2 overall at a distorted geometry.

The expectation value of S² is 0.76. The energy above the lowest of the compared OMol25 structures with the same formula, charge and spin comes out at 18.4 kcal per mole. The total energy is -379.991465 Ha. The total charge is +1. The calculation puts the highest occupied orbital energy (alpha / beta) at -0.5736 / -0.5707 Eh. As for the orbital gap (alpha / beta): 12.3 / 7.4 eV. Its spin multiplicity is 2.

Atoms and positions in Å:
C1 -0.917 -0.821 0.476
N1 0.484 -0.616 0.337
C2 1.098 0.606 0.809
N2 1.249 0.736 2.113
O1 1.225 1.453 -0.044
C3 -1.804 -0.045 -0.549
H1 -1.233 -0.633 1.502
H2 -1.087 -1.884 0.279
H3 0.827 -0.979 -0.566
H4 1.367 1.678 2.462
H5 1.465 -0.028 2.735
H6 -2.105 -0.710 -1.343
H7 -1.332 0.892 -0.824
H8 -2.707 0.203 -0.002
H9 1.473 0.237 -1.760
H10 0.932 0.233 -3.200
O2 1.063 -0.322 -2.424

DFT (ωB97M-V with the def2-TZVPD basis set) results for a 3-piece molecular cluster, C3H10N2O2 overall at a distorted geometry.

The expectation value of S² is 0.76. The energy above the lowest of the compared OMol25 structures with the same formula, charge and spin comes out at 189.1 kcal per mole. The total energy is -379.719314 Ha. The total charge is +1. The calculation puts the highest occupied orbital energy (alpha / beta) at -0.4715 / -0.4728 Eh. As for the orbital gap (alpha / beta): 2.6 / 2.7 eV. Its spin multiplicity is 2.

Atoms and positions in Å:
O1 -3.076 0.627 -1.544
C1 -3.273 0.608 -0.318
C2 -3.398 -0.547 0.508
N1 1.371 0.786 -0.610
C3 2.535 0.475 0.181
N2 3.435 -0.613 -0.470
H1 -3.156 1.514 0.274
H2 -3.713 -0.331 1.465
H3 -3.531 -1.602 0.125
H4 1.422 1.635 -1.140
H5 2.227 -0.034 1.106
H6 3.168 1.353 0.440
H7 3.701 -1.231 0.225
H8 2.676 -1.107 -1.009
H9 -0.901 -0.482 0.276
H10 0.528 -0.223 -0.002
O2 -0.016 -0.827 0.492

DFT (ωB97M-V with the def2-TZVPD basis set) results for one molecule with the formula C3H10N2O3 at a distorted geometry.

The energy above the lowest of the compared OMol25 structures with the same formula, charge and spin comes out at 40.0 kcal per mole. Its SMILES is CO[C@@](N)(O)[C@H](N)O. The total energy is -455.507911 Ha. The calculation puts the highest occupied orbital energy at -0.3338 Eh. As for the orbital gap: 9.7 eV.

Atoms and positions in Å:
C1 2.069 -0.323 0.706
O1 1.245 -0.300 -0.458
C2 -0.028 -0.826 -0.333
N1 -0.399 -1.369 -1.569
O2 -0.213 -1.729 0.671
C3 -1.081 0.527 0.126
N2 -0.924 1.471 -0.943
O3 -0.694 1.036 1.413
H1 2.203 -1.345 1.059
H2 3.021 0.093 0.385
H3 1.640 0.299 1.495
H4 -1.341 -1.732 -1.554
H5 -0.263 -0.708 -2.323
H6 -0.518 -1.086 1.380
H7 -2.137 0.209 0.154
H8 -1.391 2.354 -0.761
H9 0.065 1.643 -1.096
H10 -1.254 1.787 1.647

DFT (ωB97M-V with the def2-TZVPD basis set) results for a 2-piece molecular cluster, C3H10N2O3 overall.

The energy above the lowest of the compared OMol25 structures with the same formula, charge and spin comes out at 124.3 kcal per mole. The total energy is -455.373581 Ha. The calculation puts the highest occupied orbital energy at -0.2896 Eh. As for the orbital gap: 8.6 eV.

Atoms and positions in Å:
C1 0.144 -1.124 -0.264
N1 0.955 -1.393 -1.421
O1 0.155 -2.264 0.588
O2 -1.187 -0.844 -0.653
H1 -1.630 -1.681 -0.862
H2 -0.328 -2.033 1.393
H3 0.726 0.337 -0.233
H4 1.906 -1.597 -1.136
H5 0.605 -2.202 -1.938
C2 -0.152 2.250 -0.444
C3 0.294 0.386 1.407
O3 0.844 1.387 0.135
N2 -0.807 0.504 1.960
H6 -1.598 0.769 1.380
H7 1.231 0.089 1.855
H8 -0.950 1.662 -0.902
H9 0.345 2.854 -1.201
H10 -0.553 2.899 0.335

DFT (ωB97M-V with the def2-TZVPD basis set) results for a 2-piece molecular cluster, C3H10N2OP overall at a distorted geometry.

The energy above the lowest of the compared OMol25 structures with the same formula, charge and spin comes out at 167.9 kcal per mole. The total energy is -645.963270 Ha. The total charge is +1. The calculation puts the highest occupied orbital energy at -0.3835 Eh. As for the orbital gap: 6.9 eV.

Atoms and positions in Å:
C1 1.940 -0.124 -0.210
C2 1.690 -1.177 -1.071
C3 -0.741 0.391 0.328
N1 2.076 0.829 0.477
N2 -1.511 0.153 1.590
O1 -0.502 1.799 0.361
P1 -1.846 -0.157 -1.083
H1 2.593 -1.617 -1.352
H2 1.083 -1.873 -0.580
H3 1.046 -0.691 -2.005
H4 2.563 1.569 0.919
H5 -0.890 0.047 2.325
H6 -2.230 -0.684 1.561
H7 -2.015 0.959 1.941
H8 -1.083 2.084 -0.364
H9 -1.386 -1.461 -0.824
H10 -0.787 -0.045 -2.015

DFT (ωB97M-V with the def2-TZVPD basis set) results for an isolated ion of composition C3H10N2OP and charge +1 at a distorted geometry.

The energy above the lowest of the compared OMol25 structures with the same formula, charge and spin comes out at 29.6 kcal per mole. Its SMILES is CP(C)(=O)/[NH+]=C/N. The total energy is -646.183561 Ha. The total charge is +1. The calculation puts the highest occupied orbital energy at -0.5182 Eh. As for the orbital gap: 10.5 eV.

Atoms and positions in Å:
C1 -0.418 -2.016 0.365
P1 -0.754 -0.303 0.372
C2 -2.276 0.326 -0.451
O1 -0.627 0.451 1.793
N1 0.575 0.408 -0.541
C3 1.498 0.982 0.136
N2 2.645 1.562 -0.240
H1 0.688 -2.263 0.794
H2 -1.172 -2.468 0.927
H3 -0.350 -2.627 -0.550
H4 -3.186 -0.115 0.041
H5 -2.386 1.361 -0.158
H6 -2.304 0.257 -1.486
H7 0.572 0.423 -1.564
H8 1.237 1.109 1.275
H9 3.322 1.604 0.427
H10 2.936 1.307 -1.139

DFT (ωB97M-V with the def2-TZVPD basis set) results for C3H10N2P2 as an isolated structure at a distorted geometry.

The energy above the lowest of the compared OMol25 structures with the same formula, charge and spin comes out at 76.7 kcal per mole. The total energy is -912.333437 Ha. The calculation puts the highest occupied orbital energy at -0.3032 Eh. As for the orbital gap: 8.1 eV.

Atoms and positions in Å:
C1 0.519 0.337 -0.589
C2 1.772 0.049 -1.393
C3 -2.370 0.516 -0.488
N1 0.672 0.929 0.774
N2 -1.838 -0.437 0.428
P1 -0.261 -0.398 0.829
P2 1.686 -0.955 1.810
H1 -0.165 1.042 -0.944
H2 1.601 -0.770 -2.161
H3 2.525 -0.411 -0.749
H4 2.154 0.897 -1.911
H5 -3.417 0.645 -0.433
H6 -1.740 1.372 -0.182
H7 -2.156 0.324 -1.467
H8 -2.402 -1.185 0.777
H9 0.997 -1.689 2.861
H10 2.423 -0.266 2.837

DFT (ωB97M-V with the def2-TZVPD basis set) results for a 2-piece molecular cluster, C3H10N2S overall at a distorted geometry.

The energy above the lowest of the compared OMol25 structures with the same formula, charge and spin comes out at 38.1 kcal per mole. Its SMILES is [H]/N=C/N.CCS. The total energy is -627.933848 Ha. The calculation puts the highest occupied orbital energy at -0.3222 Eh. As for the orbital gap: 9.6 eV.

Atoms and positions in Å:
H1 3.051 -1.782 -0.047
N1 2.974 -0.838 -0.525
C1 2.305 -0.841 -1.675
N2 2.480 0.163 -2.552
H2 1.587 -1.731 -1.722
H3 3.333 0.713 -2.287
H4 2.097 0.071 -3.458
C2 -1.645 -1.207 1.651
C3 -2.622 -0.128 1.193
S1 -1.487 1.459 0.937
H5 -1.037 -1.023 2.535
H6 -0.947 -1.485 0.708
H7 -2.245 -2.044 1.722
H8 -3.319 0.209 1.887
H9 -3.104 -0.530 0.291
H10 -2.028 2.043 -0.103

DFT (ωB97M-V with the def2-TZVPD basis set) results for one molecule with the formula C3H10N2S at a distorted geometry.

The energy above the lowest of the compared OMol25 structures with the same formula, charge and spin comes out at 19.9 kcal per mole. Its SMILES is NCNCCS. The total energy is -627.962860 Ha. The calculation puts the highest occupied orbital energy at -0.3220 Eh. As for the orbital gap: 9.7 eV.

Atoms and positions in Å:
N1 2.335 0.495 1.241
C1 0.885 0.317 1.205
N2 0.530 -0.701 0.258
C2 -0.855 -0.744 -0.124
C3 -1.117 -0.008 -1.450
S1 -2.609 0.967 -1.749
H1 2.713 -0.341 1.672
H2 2.594 1.295 1.804
H3 0.470 0.150 2.221
H4 0.417 1.266 0.924
H5 0.988 -1.583 0.411
H6 -1.282 -1.742 -0.160
H7 -1.449 -0.230 0.632
H8 -0.270 0.668 -1.533
H9 -0.861 -0.676 -2.277
H10 -2.490 0.870 -3.075

Copy entry 5 word for word.
DFT (ωB97M-V with the def2-TZVPD basis set) results for a 2-piece molecular cluster, C3H10N2O3 overall.

The energy above the lowest of the compared OMol25 structures with the same formula, charge and spin comes out at 124.3 kcal per mole. The total energy is -455.373581 Ha. The calculation puts the highest occupied orbital energy at -0.2896 Eh. As for the orbital gap: 8.6 eV.

Atoms and positions in Å:
C1 0.144 -1.124 -0.264
N1 0.955 -1.393 -1.421
O1 0.155 -2.264 0.588
O2 -1.187 -0.844 -0.653
H1 -1.630 -1.681 -0.862
H2 -0.328 -2.033 1.393
H3 0.726 0.337 -0.233
H4 1.906 -1.597 -1.136
H5 0.605 -2.202 -1.938
C2 -0.152 2.250 -0.444
C3 0.294 0.386 1.407
O3 0.844 1.387 0.135
N2 -0.807 0.504 1.960
H6 -1.598 0.769 1.380
H7 1.231 0.089 1.855
H8 -0.950 1.662 -0.902
H9 0.345 2.854 -1.201
H10 -0.553 2.899 0.335

What is the energy above the lowest of the compared OMol25 structures with the same formula, charge and spin in the eighth record? 76.7 kcal per mole

The lowest energy above the lowest of the compared OMol25 structures with the same formula, charge and spin belongs to which entry? number 2

Which of these has the highest energy above the lowest of the compared OMol25 structures with the same formula, charge and spin? number 3